[1]
92
Properties=species:S:1:pos:R:3 method="wB97M-V/def2-TZVPD" energy_ev=-95304.9934 lumo_energy_ha="-0.0753 / -0.2262" spin_multiplicity=5 e_homo_ev="-10.02 / -11.21" molar_mass_da=905.27 charge=+1 orbital_gap_ev="8.0 / 5.0" relative_energy_kj_mol=174.9
O -0.905 1.166 -3.438
H -4.330 -2.960 2.608
H 2.311 -1.775 0.580
C 2.588 1.521 2.192
H 4.442 -1.438 1.862
H 0.225 -3.637 -1.175
C -0.310 -2.729 2.749
H -4.922 -1.298 -2.573
H 3.424 2.408 -2.619
O 1.021 -0.164 -3.702
H -5.527 -2.285 0.432
H 0.100 -2.416 3.712
C 3.200 -1.720 -1.379
H 1.021 0.181 2.897
H -0.577 -4.587 0.089
C 3.722 0.946 3.030
C -3.991 1.450 0.225
H 4.126 -1.390 -1.854
H 2.007 4.728 -1.165
H 0.956 5.956 -0.429
H 4.208 2.990 -0.367
C 4.446 -1.732 0.815
H -0.313 -3.821 2.734
C 5.753 1.480 -0.215
Cl 0.281 0.987 -4.260
H 0.435 1.719 2.227
C -3.721 -4.368 -0.746
H -6.556 -0.850 0.360
H -1.785 -1.969 -3.314
H 4.345 0.886 -2.602
O 0.799 2.621 -0.114
C -4.566 -0.327 -2.225
H -3.745 -4.391 0.344
H 5.831 1.470 0.871
H -1.864 -3.661 -3.798
C -3.335 -3.274 2.926
H 1.190 1.680 3.823
Te -0.186 0.026 -0.366
H 0.023 3.965 -2.408
C -2.270 -0.381 3.355
C 3.173 -1.310 0.092
H 4.538 -2.821 0.779
H -3.697 -5.400 -1.107
C -0.663 4.160 0.966
H 5.971 0.480 -0.587
H -1.162 5.127 0.902
H -1.736 -0.349 4.307
C 0.230 3.919 -0.249
Pd 1.206 1.378 -1.937
H -3.130 -4.248 2.478
H 6.532 2.148 -0.591
C -5.556 -1.209 0.614
H 2.367 -1.314 -1.956
H 4.690 1.020 2.537
H -3.861 1.478 1.310
H -3.653 -0.077 -2.769
Si -2.229 -3.434 -1.368
H -1.264 3.082 -1.553
H -4.650 -3.915 -1.098
H -1.420 3.375 1.026
O 1.152 2.160 -4.118
H -5.321 0.418 -2.486
H -3.350 -2.768 -3.485
H -1.240 4.854 -1.564
H 1.948 4.902 0.599
C 4.315 1.910 -2.228
H 3.793 1.496 3.971
H -5.400 -1.043 1.682
H -1.895 0.437 2.736
Si -4.259 -0.303 -0.385
H 2.723 2.598 2.073
Sb 2.688 0.854 0.121
H 3.157 -2.809 -1.474
H -3.087 1.857 -0.234
H -4.822 2.111 -0.031
H 5.170 2.437 -2.660
O -0.056 0.760 -5.612
C 1.224 1.253 2.818
H -0.495 -5.201 -1.566
H 0.378 -2.391 1.969
C -0.616 3.960 -1.523
H -0.066 4.137 1.881
H -3.357 -3.407 4.010
Si -2.031 -2.017 2.457
Si -2.154 -1.413 0.130
C 4.395 1.968 -0.704
C 1.355 4.947 -0.317
C -0.620 -4.297 -0.963
H 3.544 -0.103 3.272
H 5.334 -1.312 0.345
C -2.322 -2.906 -3.154
H -3.325 -0.186 3.562

[2]
9
Properties=species:S:1:pos:R:3 method="wB97M-V/def2-TZVPD" energy_ev=-16958.9713 lumo_energy_ha="0.0276 / -0.0966" spin_multiplicity=3 e_homo_ev="-7.52 / -8.89" molar_mass_da=92.12 orbital_gap_ev="8.3 / 6.3" relative_energy_kj_mol=209.6
S 0.583 -0.947 0.132
H -1.909 -0.263 1.328
H 0.791 0.824 -1.306
H -2.400 -1.676 0.442
O -1.241 -0.351 -0.578
N -2.145 -0.663 0.394
H 2.741 1.688 -0.282
N 2.309 0.920 0.202
C 1.271 0.468 -0.332

[3]
77
Properties=species:S:1:pos:R:3 method="wB97M-V/def2-TZVPD" energy_ev=-116717.0141 lumo_energy_ha="-0.0254 / -0.0254" spin_multiplicity=1 e_homo_ev="-3.28 / -3.28" molar_mass_da=736.01 orbital_gap_ev="2.6 / 2.6" relative_energy_kj_mol=522.2
H 1.585 -0.216 2.302
H -0.688 -2.533 -4.789
C 3.613 -3.582 0.062
H 2.438 -1.787 -5.132
C -1.623 -0.537 2.778
C 1.314 -3.296 -0.787
O -3.462 1.143 0.649
C -3.401 2.277 1.209
H 0.316 -1.114 -4.596
O -1.166 -0.051 1.698
H -1.360 2.404 1.317
H 2.235 -4.084 -3.187
H 4.673 -3.304 0.004
C -0.403 1.009 4.228
H 2.759 3.500 1.565
C 4.764 1.173 1.126
H 1.216 -0.624 0.643
C 3.160 -4.528 0.991
H -2.700 2.446 -1.497
H -2.701 4.107 -3.167
C 2.427 -2.870 -4.950
C 0.901 -4.365 0.079
C 0.653 -2.657 -3.124
H 1.243 2.625 1.781
H 5.373 1.379 0.231
Cl -3.663 -0.470 -2.313
H 3.097 -2.364 -1.636
Si 2.950 1.128 0.629
H 1.948 -3.381 -5.794
H -6.303 2.260 2.467
C -0.240 -1.874 -4.033
H -1.030 -1.369 -3.479
H 3.451 -3.256 -4.890
H -0.083 -4.843 -0.064
N -1.235 -0.177 3.999
H -4.320 3.825 2.126
Cl 2.865 0.827 -1.381
H -0.897 1.932 3.889
C 1.816 -4.925 0.985
H -5.919 1.649 0.819
Lu -2.136 -0.483 -0.408
C 2.095 2.748 1.097
C 2.039 -0.379 1.323
H 0.595 0.927 3.775
H 3.829 -4.947 1.741
H -2.212 3.790 1.914
H -0.780 -2.235 -0.289
H 5.109 0.221 1.562
H -1.110 4.859 -3.578
H 2.634 -1.293 1.419
N -0.993 3.207 -2.355
C -1.688 -0.999 5.127
O -1.022 1.248 -1.204
N -2.217 2.938 1.372
C -5.859 2.510 1.495
N -4.487 2.941 1.655
C 0.408 -2.651 -1.735
H 0.567 3.766 -3.542
O -0.709 -1.961 -1.221
C -1.709 4.396 -2.793
C 1.789 -3.240 -3.681
H -2.771 -1.166 5.005
H 0.678 2.048 -3.034
H -2.378 -1.335 2.732
H -0.271 1.087 5.306
H 4.971 1.963 1.863
H -1.481 -0.473 6.062
H 1.704 3.204 0.180
H -1.821 5.102 -1.956
H -1.159 -1.969 5.118
C 0.415 3.066 -2.721
Cl -2.838 -2.671 0.614
H 1.492 -5.720 1.672
H 1.074 3.371 -1.898
H -6.452 3.341 1.093
C -1.620 2.289 -1.650
C 2.710 -2.980 -0.817

[4]
16
Properties=species:S:1:pos:R:3 method="wB97M-V/def2-TZVPD" energy_ev=-8402.7022 lumo_energy_ha=0.0029 spin_multiplicity=1 smiles="C=CC=C.O.O" e_homo_ev=-8.69 molar_mass_da=90.12 orbital_gap_ev=8.8 relative_energy_kj_mol=274.5
C -0.825 0.676 -0.420
H 1.006 -1.119 -1.233
C -1.197 -0.291 0.617
O 2.277 -0.178 1.185
H 1.126 0.230 -1.850
H -3.211 -1.159 0.375
H -1.840 -2.190 1.046
H -0.518 -0.298 1.469
C -0.079 1.749 -0.130
H 2.225 0.408 0.449
C -2.156 -1.255 0.616
H 0.259 1.913 0.891
H 2.341 -1.064 0.840
H 0.203 2.498 -0.865
H -1.289 0.604 -1.406
O 1.677 -0.523 -1.586